1.
ORCA calculation (wB97M-V/def2-TZVPD) on C43H44F5IN8O3SSe2SiY as an isolated structure in a non-equilibrium geometry.

Cartesian coordinates (Å):
Y: -0.381 0.295 0.294
O: -1.733 0.653 2.279
C: -1.384 0.599 3.540
C: -1.815 1.582 4.457
C: -1.395 1.583 5.772
C: -0.536 0.590 6.244
C: -0.148 -0.415 5.377
C: -0.566 -0.439 4.044
C: -0.205 -1.563 3.173
N: -0.184 -1.596 1.852
C: 0.105 -2.898 1.478
C: 0.264 -3.658 2.582
N: 0.066 -2.799 3.648
H: -2.465 2.368 4.084
H: -1.718 2.379 6.435
H: -0.174 0.606 7.266
H: 0.523 -1.190 5.737
H: 0.190 -3.178 0.438
H: 0.506 -4.698 2.713
H: 0.118 -3.045 4.619
C: -3.719 -2.892 -3.558
Si: -4.136 -1.145 -3.058
C: -5.936 -1.077 -2.568
C: -3.843 -0.031 -4.525
C: -3.066 -0.623 -1.698
C: -2.211 -0.313 -0.870
H: -4.164 -3.152 -4.524
H: -4.073 -3.608 -2.809
H: -2.630 -2.998 -3.635
H: -6.581 -1.213 -3.445
H: -6.194 -0.123 -2.094
H: -6.165 -1.872 -1.850
H: -4.439 -0.343 -5.390
H: -2.783 -0.071 -4.802
H: -4.083 1.013 -4.297
F: 4.742 -7.611 2.292
C: 4.417 -6.328 2.092
C: 4.096 -5.872 0.833
F: 4.122 -6.724 -0.203
C: 3.758 -4.546 0.642
F: 3.456 -4.185 -0.620
C: 3.750 -3.601 1.667
Se: 3.374 -1.784 1.340
C: 4.063 -4.115 2.927
F: 4.053 -3.319 4.003
C: 4.389 -5.440 3.143
F: 4.684 -5.879 4.376
C: -4.610 3.194 -1.959
N: -4.583 2.635 -0.622
C: -3.481 2.537 0.170
Se: -1.804 3.216 -0.179
N: -3.840 1.847 1.271
C: -5.165 1.449 1.171
C: -5.982 0.726 2.023
C: -7.301 0.533 1.629
C: -7.783 1.052 0.426
C: -6.961 1.784 -0.424
C: -5.648 1.966 -0.025
H: -3.598 3.493 -2.217
H: -5.268 4.063 -2.002
H: -4.954 2.437 -2.664
H: -3.086 1.401 1.855
H: -5.600 0.332 2.958
H: -7.970 -0.028 2.269
H: -8.816 0.881 0.147
H: -7.334 2.193 -1.354
I: 1.527 4.308 5.308
C: 1.522 2.849 3.856
C: 2.340 1.743 3.788
N: 1.957 1.059 2.703
N: 0.940 1.654 2.057
C: 0.658 2.746 2.756
H: 3.140 1.406 4.428
H: 2.372 0.199 2.334
H: -0.138 3.405 2.438
C: 3.699 -3.491 -3.584
N: 2.364 -2.966 -3.365
C: 2.046 -2.025 -2.451
N: 3.055 -1.418 -1.820
S: 0.413 -1.633 -2.198
H: 3.717 -4.014 -4.538
H: 4.006 -4.186 -2.798
H: 4.419 -2.675 -3.637
H: 1.577 -3.479 -3.716
H: 3.917 -1.924 -1.687
H: 2.793 -0.850 -1.015
C: 5.932 4.579 -3.691
C: 4.856 3.777 -3.000
C: 3.923 3.052 -3.724
C: 2.908 2.322 -3.102
C: 1.929 1.547 -3.957
C: 2.853 2.313 -1.703
C: 3.794 3.033 -0.949
C: 3.754 3.042 0.561
C: 4.772 3.760 -1.612
C: 1.769 1.539 -0.998
O: 0.559 1.775 -1.265
O: 2.079 0.638 -0.167
H: 5.880 4.452 -4.773
H: 6.926 4.270 -3.359
H: 5.826 5.643 -3.468
H: 3.977 3.045 -4.810
H: 2.193 0.486 -3.971
H: 1.951 1.915 -4.985
H: 0.914 1.620 -3.573
H: 2.814 3.461 0.927
H: 4.575 3.638 0.963
H: 3.833 2.028 0.951
H: 5.494 4.325 -1.028

Computed properties:
charge = -1
DFT total energy = -235514.5020 eV
HOMO energy = -4.586 eV

=====

2.
ORCA calculation (wB97M-V/def2-TZVPD) on C43H44N10O2S2Ti as an isolated structure in a non-equilibrium geometry.

Cartesian coordinates (Å):
Ti: 0.105 -0.376 0.083
O: 4.481 2.421 5.229
N: 5.068 1.777 4.389
O: 6.268 1.656 4.338
C: 4.253 1.114 3.317
C: 4.945 0.379 2.453
C: 4.307 -0.281 1.356
C: 5.029 -1.052 0.439
C: 4.361 -1.605 -0.611
C: 2.988 -1.381 -0.738
N: 2.264 -0.686 0.128
C: 2.939 -0.140 1.177
C: 2.183 0.620 2.135
N: 0.853 0.669 1.913
C: 0.110 1.355 2.750
C: 0.629 2.009 3.862
C: 1.972 1.969 4.101
C: 2.811 1.260 3.217
H: 6.015 0.298 2.580
H: 6.097 -1.190 0.570
H: 4.870 -2.207 -1.353
H: 2.455 -1.801 -1.571
H: -0.943 1.402 2.516
H: -0.034 2.547 4.530
H: 2.387 2.477 4.952
S: 0.317 -3.051 -0.901
C: 0.356 -3.052 0.790
N: 0.010 -2.019 1.540
C: 0.087 -2.349 2.915
C: -0.284 -1.563 4.008
C: -0.162 -2.060 5.297
C: 0.321 -3.345 5.534
C: 0.675 -4.152 4.466
C: 0.548 -3.644 3.177
S: 0.865 -4.458 1.682
H: -0.680 -0.572 3.866
H: -0.460 -1.435 6.132
H: 0.409 -3.716 6.548
H: 1.037 -5.163 4.625
C: 2.400 1.940 -1.643
N: 2.399 0.830 -2.593
C: 3.687 0.531 -3.205
C: 1.258 0.181 -2.911
N: 0.275 0.088 -2.029
C: -1.054 0.294 -2.521
C: -1.329 1.099 -3.626
C: -2.626 1.387 -4.018
C: -3.690 0.900 -3.273
C: -3.430 0.133 -2.150
C: -2.129 -0.189 -1.771
N: -1.867 -0.889 -0.561
C: -2.693 -1.872 -0.227
N: -3.271 -2.724 -1.104
C: -4.624 -3.241 -0.890
C: -2.748 -2.979 -2.442
N: -2.978 -2.062 1.083
C: -3.141 -3.381 1.672
C: -3.211 -0.924 1.962
N: 1.196 -0.401 -4.135
C: 1.677 0.274 -5.339
C: 0.300 -1.525 -4.374
H: 2.652 2.872 -2.158
H: 3.157 1.767 -0.872
H: 1.426 2.041 -1.180
H: 4.446 0.501 -2.421
H: 3.985 1.291 -3.931
H: 3.657 -0.438 -3.697
H: -0.505 1.538 -4.184
H: -2.801 2.016 -4.883
H: -4.710 1.142 -3.545
H: -4.252 -0.205 -1.528
H: -5.083 -2.774 -0.023
H: -4.625 -4.325 -0.756
H: -5.233 -3.003 -1.766
H: -1.678 -2.815 -2.459
H: -3.225 -2.340 -3.189
H: -2.945 -4.024 -2.689
H: -4.174 -3.582 1.974
H: -2.508 -3.449 2.562
H: -2.820 -4.143 0.966
H: -4.283 -0.788 2.137
H: -2.815 -0.022 1.509
H: -2.734 -1.095 2.924
H: 2.000 1.287 -5.108
H: 0.853 0.339 -6.053
H: 2.500 -0.264 -5.813
H: 0.172 -2.096 -3.460
H: 0.751 -2.169 -5.130
H: -0.679 -1.195 -4.729
C: -0.638 1.540 0.045
C: -1.051 2.690 0.035
C: -1.545 4.050 0.008
C: -2.283 4.561 1.085
C: -2.717 5.880 1.085
C: -2.422 6.711 0.011
C: -1.701 6.213 -1.066
C: -1.269 4.893 -1.071
H: -2.523 3.908 1.917
H: -3.287 6.262 1.926
H: -2.761 7.739 0.009
H: -1.477 6.856 -1.910
H: -0.714 4.504 -1.917

Computed properties:
energy relative to the best compared isomer or geometry (same formula, charge and spin) = 8.40 kcal/mol
charge = +1
DFT total energy = -109081.9511 eV
HOMO energy (alpha / beta) = -9.448 / -9.787 eV
spin multiplicity = 2

=====

3.
ORCA calculation (wB97M-V/def2-TZVPD) on C43H44N10O5PSSbSe4Ti as an isolated structure in a non-equilibrium geometry.

Cartesian coordinates (Å):
Ti: -0.118 -0.162 -1.061
C: 1.120 2.267 2.765
C: 1.140 1.257 1.774
N: 0.203 1.190 0.805
C: -0.755 2.149 0.899
C: -0.683 3.144 1.872
N: 0.234 3.241 2.808
C: -1.773 2.226 -0.182
C: -3.043 2.794 -0.105
C: -3.875 2.825 -1.264
C: -3.296 2.361 -2.445
C: -2.020 1.804 -2.424
N: -1.336 1.707 -1.330
C: -1.161 1.277 -3.596
C: -1.168 1.772 -4.928
N: -0.387 1.305 -5.873
C: 0.512 0.395 -5.531
C: 0.563 -0.113 -4.247
N: -0.311 0.308 -3.304
C: -5.357 3.116 -1.169
C: -5.895 4.294 -0.665
C: -7.279 4.399 -0.629
N: -8.128 3.435 -0.992
C: -7.614 2.272 -1.329
C: -6.224 2.032 -1.444
H: 1.835 2.145 3.569
H: 1.933 0.453 1.762
H: -1.509 3.852 1.917
H: -3.467 3.163 0.802
H: -3.935 2.266 -3.342
H: -1.852 2.571 -5.241
H: 1.215 0.120 -6.312
H: 1.252 -0.877 -4.006
H: -5.294 5.131 -0.401
H: -7.706 5.317 -0.268
H: -8.359 1.456 -1.442
H: -5.748 1.147 -1.818
O: 2.829 2.584 -2.804
S: 2.215 2.248 -1.525
O: 1.079 3.031 -1.157
N: 1.957 0.667 -1.460
C: 2.934 -0.219 -2.045
C: 4.198 0.052 -2.517
C: 5.107 -1.010 -2.895
C: 4.680 -2.269 -2.930
C: 3.317 -2.594 -2.677
C: 2.772 -3.851 -2.978
C: 1.452 -4.083 -2.742
C: 0.689 -3.086 -2.099
N: 1.128 -1.877 -1.828
C: 2.448 -1.562 -2.180
C: 3.369 2.680 -0.240
C: 3.389 4.043 0.004
C: 4.486 4.636 0.580
C: 5.516 3.843 1.075
C: 5.473 2.479 0.829
C: 4.374 1.880 0.199
H: 4.502 1.088 -2.496
H: 6.090 -0.674 -3.173
H: 5.322 -3.139 -3.222
H: 3.368 -4.572 -3.488
H: 0.945 -5.007 -3.067
H: -0.314 -3.284 -1.763
H: 2.573 4.641 -0.391
H: 4.552 5.694 0.766
H: 6.320 4.390 1.559
H: 6.279 1.818 1.185
H: 4.363 0.819 -0.028
Se: -2.430 -4.933 -2.868
Sb: -3.970 -3.844 -1.552
Se: -1.804 -1.452 -0.095
Se: -4.956 -1.824 -2.236
Se: -4.713 -4.991 0.322
C: 4.292 -1.937 3.906
C: 3.934 -1.244 2.619
O: 3.488 -2.174 1.625
P: 1.896 -2.171 1.290
O: 1.732 -3.517 0.457
C: 2.363 -4.736 0.857
C: 1.445 -5.905 0.742
O: 1.374 -2.514 2.818
C: -0.030 -2.484 3.037
C: -0.205 -2.713 4.530
H: 4.293 -1.194 4.711
H: 5.250 -2.458 3.784
H: 3.553 -2.718 4.135
H: 4.784 -0.698 2.223
H: 3.146 -0.451 2.750
H: 2.673 -4.678 1.889
H: 3.233 -4.841 0.188
H: 0.668 -5.843 1.505
H: 1.964 -6.857 0.860
H: 0.989 -5.954 -0.227
H: -0.454 -3.214 2.384
H: -0.516 -1.546 2.683
H: 0.332 -3.581 4.816
H: -1.246 -2.878 4.786
H: 0.222 -1.918 5.129
C: -5.818 0.155 1.837
C: -4.664 0.608 2.660
N: -4.730 1.308 3.800
C: -3.408 1.553 4.173
C: -2.537 0.947 3.304
N: -3.331 0.398 2.301
H: -5.512 -0.565 1.072
H: -6.205 1.001 1.275
H: -6.617 -0.227 2.468
H: -3.219 2.080 5.087
H: -1.457 0.779 3.336
H: -2.934 -0.175 1.500

Computed properties:
energy relative to the best compared isomer or geometry (same formula, charge and spin) = 0.00 kcal/mol
charge = -1
DFT total energy = -381612.4059 eV
HOMO energy (alpha / beta) = -4.595 / -4.646 eV
spin multiplicity = 2

=====

4.
ORCA calculation (wB97M-V/def2-TZVPD) on C43H45Cl3N7OP2Tl as an isolated structure in a non-equilibrium geometry.

Cartesian coordinates (Å):
Tl: -0.409 -0.531 -0.144
C: 1.526 1.685 3.120
P: 2.367 0.540 1.936
C: 3.817 1.536 1.451
C: 4.180 1.489 0.111
C: 5.399 2.092 -0.284
C: 6.155 2.817 0.658
C: 5.727 2.905 1.983
C: 4.580 2.269 2.384
C: 3.056 -0.733 2.980
C: 3.746 -0.456 4.188
C: 4.365 -1.500 4.895
C: 4.254 -2.806 4.498
C: 3.518 -3.091 3.335
C: 2.911 -2.081 2.559
C: 0.533 2.549 2.431
C: 0.638 3.986 2.348
C: -0.426 4.370 1.532
C: -1.070 3.150 1.145
C: -2.143 2.926 0.171
P: -1.334 2.107 -1.369
C: -0.613 3.579 -2.132
C: 0.724 3.862 -1.822
C: 1.403 4.864 -2.512
C: 0.744 5.707 -3.404
C: -0.639 5.519 -3.649
C: -1.292 4.484 -2.985
C: -2.595 1.715 -2.631
C: -4.001 1.519 -2.324
C: -4.849 1.028 -3.304
C: -4.339 0.591 -4.526
C: -2.965 0.818 -4.825
C: -2.108 1.411 -3.886
N: -0.521 2.085 1.744
H: 2.275 2.335 3.580
H: 0.961 1.114 3.892
H: 3.540 0.978 -0.593
H: 5.727 2.044 -1.299
H: 7.113 3.282 0.364
H: 6.228 3.529 2.717
H: 4.187 2.336 3.387
H: 3.748 0.569 4.557
H: 4.919 -1.244 5.772
H: 4.679 -3.622 5.096
H: 3.505 -4.122 2.986
H: 2.258 -2.357 1.711
H: 1.415 4.599 2.747
H: -0.724 5.420 1.293
H: -2.714 3.838 -0.105
H: -2.835 2.145 0.571
H: 1.212 3.267 -1.059
H: 2.445 5.075 -2.298
H: 1.284 6.567 -3.838
H: -1.197 6.142 -4.297
H: -2.366 4.321 -3.102
H: -4.340 1.814 -1.335
H: -5.909 0.940 -3.117
H: -5.024 0.150 -5.278
H: -2.524 0.451 -5.759
H: -1.071 1.723 -4.182
Cl: 4.086 1.862 -4.215
C: 3.246 0.322 -3.963
Cl: 4.391 -0.844 -3.121
Cl: 2.588 -0.353 -5.499
C: 2.148 0.433 -2.997
N: 1.255 0.452 -2.231
C: -1.541 -1.982 4.029
C: -2.732 -2.601 4.825
N: -3.585 -3.464 3.909
C: -2.673 -4.458 3.190
C: -1.632 -3.751 2.305
N: -1.693 -2.235 2.534
C: -3.059 -1.759 2.126
C: -4.161 -2.578 2.820
H: -0.613 -2.492 4.350
H: -1.432 -0.909 4.239
H: -3.404 -1.813 5.221
H: -2.383 -3.131 5.739
H: -3.311 -5.086 2.587
H: -2.165 -5.081 3.911
H: -1.796 -3.998 1.258
H: -0.665 -4.134 2.576
H: -3.174 -1.894 1.032
H: -3.159 -0.687 2.290
H: -4.721 -3.179 2.077
H: -4.929 -1.891 3.255
C: -3.875 -3.742 -2.990
N: -2.430 -3.696 -2.891
C: -1.685 -4.117 -3.953
C: -0.343 -3.990 -3.929
C: 0.249 -3.263 -2.818
N: -0.533 -2.733 -1.923
C: -1.858 -2.915 -1.915
O: -2.561 -2.406 -1.006
N: 1.591 -3.109 -2.827
H: -4.272 -2.845 -3.432
H: -4.275 -3.808 -2.002
H: -4.207 -4.596 -3.600
H: -2.243 -4.514 -4.792
H: 0.242 -4.381 -4.750
H: 2.118 -3.691 -3.447
H: 2.064 -2.641 -2.052

Computed properties:
energy relative to the best compared isomer or geometry (same formula, charge and spin) = 0.00 kcal/mol
charge = +2
DFT total energy = -118621.0424 eV
HOMO energy (alpha / beta) = -11.517 / -11.598 eV